1.
Below is a single C27H33N5O4 molecule, with properties calculated with the ωB97M-V functional and the def2-TZVPD basis.

## Properties
**Kohn-Sham gap**: 8.48 eV
**HOMO level**: -8.01 eV
**Molar mass**: 491.6 g/mol
**Electronic energy**: -1623.49908 Ha
**Charge**: 0
**SMILES string**: COC(=O)c1ccc([C@@H](c2c(N)n(CC(C)C)c(=O)[nH]c2=O)N2CCN(c3ccccc3)CC2)cc1

Last column: natural (NBO) charge in e.
Positions of all 69 atoms, in Å:
C -4.965 2.918 -4.654  -0.258
O -4.043 2.285 -3.781  -0.512
C -2.982 1.708 -4.374  0.786
O -2.812 1.724 -5.568  -0.594
C -2.067 1.065 -3.404  -0.197
C -0.914 0.447 -3.884  -0.135
C -0.040 -0.167 -3.012  -0.256
C -0.293 -0.178 -1.642  0.115
C 0.749 -0.779 -0.723  -0.099
C 1.742 0.344 -0.469  -0.319
C 1.504 1.356 0.429  0.480
N 0.503 1.249 1.339  -0.830
N 2.336 2.451 0.494  -0.440
C 2.101 3.566 1.397  -0.221
C 1.346 4.722 0.721  -0.227
C 1.274 5.904 1.684  -0.604
C -0.053 4.321 0.259  -0.616
C 3.457 2.569 -0.316  0.797
O 4.186 3.533 -0.266  -0.629
N 3.682 1.516 -1.152  -0.632
C 2.881 0.388 -1.337  0.665
O 3.186 -0.437 -2.177  -0.632
N 0.178 -1.332 0.505  -0.478
C -0.786 -2.389 0.230  -0.231
C -1.427 -2.822 1.546  -0.212
N -0.412 -3.328 2.443  -0.465
C -0.768 -4.235 3.437  0.266
C -1.522 -5.366 3.103  -0.276
C -1.845 -6.311 4.055  -0.188
C -1.419 -6.166 5.365  -0.249
C -0.666 -5.058 5.707  -0.186
C -0.346 -4.101 4.762  -0.301
C 0.599 -2.330 2.698  -0.225
C 1.212 -1.884 1.371  -0.217
C -1.445 0.443 -1.168  -0.273
C -2.326 1.057 -2.036  -0.152
H -5.378 2.194 -5.359  0.194
H -4.470 3.711 -5.218  0.194
H -5.749 3.329 -4.024  0.193
H -0.726 0.458 -4.946  0.237
H 0.859 -0.635 -3.384  0.239
H 1.299 -1.556 -1.282  0.229
H 0.040 2.075 1.675  0.399
H -0.033 0.388 1.239  0.438
H 3.087 3.934 1.694  0.247
H 1.582 3.214 2.289  0.201
H 1.931 5.018 -0.155  0.218
H 2.271 6.225 1.971  0.215
H 0.766 6.742 1.214  0.215
H 0.725 5.632 2.585  0.198
H -0.692 4.089 1.111  0.187
H -0.022 3.464 -0.412  0.215
H -0.512 5.146 -0.280  0.223
H 4.498 1.591 -1.748  0.430
H -1.553 -2.017 -0.449  0.219
H -0.296 -3.258 -0.239  0.181
H -2.178 -3.586 1.356  0.217
H -1.931 -1.948 1.996  0.171
H -1.840 -5.516 2.083  0.209
H -2.426 -7.175 3.768  0.212
H -1.671 -6.908 6.107  0.213
H -0.329 -4.927 6.726  0.211
H 0.225 -3.239 5.069  0.211
H 1.388 -2.765 3.312  0.218
H 0.183 -1.449 3.217  0.172
H 1.968 -1.121 1.558  0.217
H 1.701 -2.748 0.893  0.184
H -1.670 0.434 -0.112  0.210
H -3.219 1.532 -1.661  0.228



2.
Below is a molecular structure, C25H45BBr2F3N4O6S2, with properties calculated with the ωB97M-V functional and the def2-TZVPD basis.

## Properties
**Kohn-Sham gap**: 8.21 eV
**HOMO level**: -11.50 eV
**Molar mass**: 789.4 g/mol
**Electronic energy**: -7918.53217 Ha
**Charge**: +1

Last column: Mulliken charge in e.
Positions of all 88 atoms, in Å:
C 6.648 0.479 -0.518  -1.207
C 6.248 -0.938 -0.113  -0.290
S 4.598 -1.097 0.564  0.007
C 3.663 -0.173 -0.689  -2.593
C 2.170 -0.397 -0.779  2.036
C 1.681 0.554 -1.931  -2.242
C 1.875 2.069 -1.983  -0.633
O 0.880 2.517 -2.916  -0.652
C 3.252 2.524 -2.530  0.614
F 4.032 2.932 -1.460  -0.264
F 3.915 1.506 -3.149  -0.248
F 3.150 3.573 -3.411  -0.284
C 1.722 -1.760 -1.339  -0.780
C 2.666 -2.944 -1.310  -1.660
O 3.635 -2.704 -2.343  -0.269
N 4.872 -3.432 -2.122  0.330
O 4.709 -4.566 -1.984  -0.355
N 0.442 -2.174 -0.831  0.270
C -0.597 -1.303 -0.366  -1.567
C -1.593 -0.895 -1.531  -1.800
Br -1.127 -1.713 -3.244  0.092
C -3.007 -1.376 -1.191  0.376
C -4.076 -0.753 -2.075  -1.187
Br -3.059 -3.331 -1.420  -0.042
C -0.085 -0.134 0.566  2.068
C -0.636 1.252 0.380  -1.354
C -2.151 1.488 0.550  -0.681
C -2.805 2.359 -0.524  -0.117
C -3.961 3.189 0.049  -1.246
C -5.264 2.473 0.264  -0.755
O -5.078 1.413 1.202  -0.143
C -6.257 0.863 1.657  0.588
C -6.478 -0.561 1.278  -0.815
O -7.041 1.513 2.336  -0.568
N -0.330 -0.609 1.917  -0.964
C -0.983 -0.122 2.916  0.878
C -0.626 1.108 3.668  -1.366
C -2.104 -0.905 3.507  -1.555
N 1.468 -0.125 0.549  0.095
S 2.000 1.515 1.163  -0.163
B 1.814 -1.137 1.799  0.220
C 1.775 -2.699 1.794  -0.909
O 2.246 -0.570 2.961  -0.660
H 6.130 1.236 0.055  0.274
H 7.709 0.603 -0.344  0.426
H 6.489 0.635 -1.577  0.301
H 6.891 -1.285 0.687  0.539
H 6.388 -1.620 -0.942  0.268
H 3.878 0.873 -0.533  1.402
H 4.077 -0.402 -1.663  1.066
H 0.626 0.379 -2.105  -0.191
H 2.154 0.171 -2.824  1.691
H 1.715 2.636 -1.081  0.513
H 0.346 3.194 -2.511  0.409
H 1.597 -1.631 -2.411  0.647
H 3.174 -3.151 -0.382  0.708
H 2.083 -3.822 -1.581  0.524
H 0.366 -3.122 -0.529  0.585
H -1.190 -1.934 0.275  1.293
H -1.605 0.147 -1.820  0.729
H -3.193 -1.285 -0.132  0.051
H -4.744 -0.121 -1.509  0.083
H -3.607 -0.147 -2.841  0.430
H -4.633 -1.508 -2.608  0.453
H -0.218 1.900 1.136  0.985
H -0.332 1.700 -0.562  0.077
H -2.280 2.057 1.466  0.766
H -2.715 0.580 0.722  -0.179
H -2.068 3.069 -0.888  0.224
H -3.181 1.763 -1.343  0.163
H -4.167 3.995 -0.650  0.435
H -3.650 3.652 0.980  0.396
H -5.993 3.178 0.654  0.496
H -5.648 2.101 -0.684  0.361
H -6.770 -1.117 2.157  0.357
H -5.607 -1.031 0.843  0.117
H -7.295 -0.589 0.567  0.292
H -1.515 1.524 4.129  0.500
H 0.031 0.796 4.475  0.348
H -0.163 1.870 3.058  0.297
H -2.966 -0.262 3.643  0.439
H -1.812 -1.365 4.446  0.377
H -2.368 -1.701 2.823  0.331
H 3.275 1.173 1.374  0.308
H 1.065 -3.194 1.162  0.369
H 2.778 -3.065 1.594  0.395
H 1.565 -3.012 2.811  0.361
H 3.176 -0.775 3.100  0.381